Formula: C39H48Li2O19S
Source: OMol25
Level of theory: wB97M-V/def2-TZVPD

```
109
Properties=species:S:1:pos:R:3:forces:R:3
Li -39.20392 28.22081 10.87222 -0.142 0.182 0.556
Li -35.65689 29.36222 6.20817 -1.055 -0.300 0.713
S -36.86726 27.92653 8.90490 3.899 3.184 2.423
O -37.58822 28.45884 10.05640 -1.036 -0.242 0.808
O -36.64206 29.00236 7.97286 0.217 1.305 -2.418
O -35.50950 27.50615 9.30566 -0.174 -0.512 0.925
O -37.53027 26.87452 8.26613 -2.239 -2.622 -2.622
C -37.06145 28.35447 3.81893 1.562 1.794 2.066
O -37.46461 28.88920 5.10335 4.449 3.905 -1.223
H -36.64834 27.49626 4.27807 1.808 -1.476 -1.459
H -36.42855 29.16098 3.30395 -0.769 -1.660 0.604
H -37.88290 28.04239 3.28806 -1.886 -0.350 -1.678
H -38.23955 28.53931 5.35682 -4.378 -2.184 1.677
C -40.08578 30.71334 9.68987 0.129 2.634 0.237
O -40.64787 30.11636 10.85519 -1.191 0.093 1.518
H -39.00263 31.21964 9.94044 -2.992 -0.768 -0.719
H -40.95758 31.40798 9.33075 2.359 -0.744 -0.008
H -39.88277 29.95537 8.92752 -0.254 -0.040 0.204
H -41.24431 30.74797 11.40331 1.859 -1.565 -1.734
C -38.70277 29.71351 12.92548 2.251 3.893 2.738
O -38.98948 28.40689 13.09003 -1.998 -0.907 -1.202
H -39.43799 30.27703 13.38350 -2.300 1.153 0.291
H -38.48762 30.09128 12.00174 -0.084 0.266 -3.147
H -37.85288 30.30953 13.43669 -0.197 -2.314 0.222
H -38.22683 27.98340 13.34920 2.688 -2.033 0.953
C -37.07305 24.29450 4.20296 0.541 -1.444 -0.569
C -37.41272 25.08106 5.30736 -2.935 -1.540 -5.505
C -38.66711 25.66850 5.27331 0.339 -2.400 -3.542
C -39.59276 25.38566 4.28392 0.905 -0.390 -0.880
C -39.27680 24.50884 3.23233 0.513 -0.505 0.189
C -37.96892 23.94884 3.16662 -2.437 5.293 5.696
O -37.49645 23.23857 2.24200 -3.141 -4.108 -6.564
O -38.97346 26.59935 6.09685 -0.823 2.841 3.824
H -36.16712 23.69928 3.93683 -0.034 0.926 1.421
H -37.02471 25.21179 6.18570 3.791 0.424 4.552
H -40.45734 26.01251 4.31761 -0.849 -0.214 -0.167
H -40.04537 24.18678 2.51034 0.346 0.373 0.168
H -38.43004 23.03386 1.68494 4.151 0.266 1.435
H -38.38297 26.53040 6.88583 -0.595 0.655 -0.573
C -39.03083 23.29427 10.84369 0.463 -0.727 1.984
C -38.88242 22.80120 12.17601 -1.600 0.178 -0.441
C -37.96207 23.41034 13.03438 0.981 0.298 1.074
C -37.13501 24.46131 12.64247 -2.674 -0.311 -5.812
C -37.27359 24.91496 11.22524 -5.614 -6.522 4.555
C -38.27936 24.33484 10.34348 2.622 2.677 0.995
O -38.44325 24.86328 9.11185 -0.998 -0.521 -0.928
O -37.77816 22.88384 14.29969 0.520 0.716 2.352
H -39.73128 22.76641 10.26498 -0.878 -0.212 -0.968
H -39.72098 22.05836 12.53382 2.287 1.332 -0.512
H -36.43680 24.97114 13.20546 1.382 0.581 1.435
H -36.63291 25.55725 10.95045 4.436 4.916 -2.433
H -38.11940 25.81408 8.69936 -0.057 -2.509 2.485
H -37.29347 23.47382 15.00462 -1.421 -1.348 -2.717
C -31.09830 24.91235 7.04497 -1.274 0.369 -1.822
C -32.47191 25.18571 6.93959 2.257 0.520 6.732
C -33.21963 25.51425 8.12990 0.407 -1.793 -4.626
C -32.63156 25.63479 9.30294 0.598 1.217 2.825
C -31.28475 25.52991 9.44544 2.589 -1.459 -0.278
C -30.51149 25.11544 8.28338 0.140 -0.138 2.119
O -29.14971 24.82660 8.44452 0.024 1.432 -1.851
O -34.55174 25.48151 8.06160 -1.015 -0.041 -1.118
H -30.62143 24.58609 6.03518 -0.191 0.601 2.305
H -32.96729 25.23969 6.11229 -2.755 -0.247 -5.118
H -33.26316 25.91300 10.13644 0.149 -0.209 0.366
H -30.88778 25.53585 10.51673 -0.020 0.191 -1.944
H -28.77638 25.23649 7.60294 -0.131 -1.009 1.769
H -34.88694 26.14954 8.67062 -0.545 0.207 0.204
C -34.97225 28.17426 15.36866 0.519 -1.512 3.447
C -34.87891 27.46934 14.26868 0.999 -2.026 -4.857
C -34.79543 28.01204 12.95201 -0.817 -2.919 -2.444
C -35.01204 29.30290 12.80617 -0.553 4.729 -0.863
C -35.17670 30.10222 13.97902 0.201 -2.096 -0.737
C -35.14534 29.52910 15.23209 -0.933 2.192 1.516
O -35.44413 30.25521 16.40269 0.346 0.005 -1.133
O -34.54062 27.29427 11.72851 0.772 -0.898 2.014
H -34.81175 27.43550 16.26170 -0.777 2.571 -0.903
H -34.80446 26.42154 14.33492 0.283 -1.231 0.051
H -35.09161 29.83433 11.76135 0.367 -1.279 2.160
H -35.40618 31.09742 13.79117 -0.257 1.858 0.236
H -35.68763 31.16087 16.14203 0.220 -0.469 0.165
H -35.09743 27.13144 10.90589 -0.201 1.300 1.525
C -36.46647 34.58583 9.57613 0.196 -1.873 0.864
C -36.59787 33.65085 8.58082 -0.311 -2.422 2.125
C -36.76736 32.28152 8.90145 0.111 1.232 1.002
C -36.76822 31.90939 10.25659 0.240 -3.548 -1.414
C -36.58564 32.82002 11.24095 0.647 2.332 0.391
C -36.40171 34.16967 10.91412 -1.148 1.235 -1.289
O -36.32294 35.14480 11.87320 -0.042 1.313 1.158
O -37.02109 31.44176 7.88235 -1.325 6.677 -1.811
H -36.41076 35.60054 9.34754 0.229 1.597 -0.345
H -36.57213 33.82496 7.57480 -0.054 1.019 -2.455
H -36.81072 30.76447 10.49624 -0.094 2.274 -0.395
H -36.54877 32.57077 12.26682 -0.044 -0.445 0.942
H -36.52807 36.10951 11.63931 0.430 -2.582 -0.268
H -36.84263 30.58834 7.97246 1.110 -6.036 1.656
C -31.56767 29.10624 7.80086 -0.935 1.412 4.734
C -30.24600 28.91742 7.90685 1.573 -0.452 3.930
C -29.72250 28.80690 9.22452 1.555 0.199 -1.388
C -30.46267 29.11045 10.32645 1.944 -1.760 1.128
C -31.79682 29.28858 10.28354 -1.454 0.409 -1.293
C -32.38359 29.38936 8.96718 1.714 -1.857 1.151
O -33.71583 29.52348 8.87294 1.848 5.981 -2.352
O -28.40185 28.42238 9.36852 -0.015 0.132 -0.679
H -31.78793 29.11499 6.83227 -2.500 0.280 -3.712
H -29.61799 28.82302 7.08395 0.956 -0.423 -1.309
H -30.00116 28.84348 11.29557 -0.160 0.566 -0.422
H -32.18115 29.20365 11.32866 -1.088 0.598 -1.519
H -34.19852 28.81435 9.05291 -3.177 -5.302 1.554
H -28.20521 28.07121 10.24362 -0.352 0.159 -0.004
```
Positions in Å, forces in eV/Å.

As for the total energy: -3357.46168 Eh. The lowest unoccupied orbital energy is -0.688 eV. The largest force on an atom is 9.737 eV Å⁻¹. As for the frontier orbital gap: 6.64 eV.